A 4-piece molecular cluster, CH10NO3 overall at a distorted geometry, computed with ωB97M-V/def2-TZVPD.

Last columns: bonded neighbours and bond lengths (Å).
CARTESIAN COORDINATES (ANGSTROEM)
1 C -0.89121 -1.13783 0.49252  N2 1.271, H3 1.080, H4 1.084
2 N -1.28930 0.06786 0.54876  C1 1.271, H5 1.012, H6 1.040
3 H -0.08453 -1.42105 -0.16761  C1 1.080
4 H -1.44820 -1.95230 0.94130  C1 1.084
5 H -2.01967 0.25433 1.22468  N2 1.012
6 H -0.80422 0.73310 -0.08595  N2 1.040
7 H 0.28152 3.84323 0.48758  O9 0.954
8 H -0.85953 3.99511 -0.34071  O9 0.972
9 O 0.05998 3.69270 -0.42789  H7 0.954, H8 0.972
10 H 1.29953 1.64388 -0.36737  O12 0.985
11 H 1.87487 0.22771 -0.03374  O12 0.945
12 O 1.07225 0.72142 -0.10836  H10 0.985, H11 0.945
13 H 1.51105 -3.91838 -0.32160  O15 0.946
14 H 0.52597 -3.40366 -1.38021  O15 0.953
15 O 0.77147 -3.34613 -0.46140  H13 0.946, H14 0.953

E	-324.29685	Eh
orbital gap	10.65	eV
energy above the lowest of the compared OMol25 structures with the same formula, charge and spin	0.5961	eV
highest occupied orbital energy	-15.35	eV
charge	+1
molecular weight	84.09	g mol⁻¹

Now the natural (NBO) charges, all in e: 0.154 -0.582 0.250 0.226 0.437 0.483 0.469 0.477 -0.941 0.519 0.500 -1.002 0.496 0.484 -0.970